Record 1
A 3-piece molecular cluster, C2H10N2O2 overall, computed with ωB97M-V/def2-TZVPD.

Last column: Mulliken charge in e.
CARTESIAN COORDINATES (ANGSTROEM)
N1 -0.880 0.813 1.760  -0.4410
C1 -0.986 0.655 0.390  -0.2297
C2 -0.119 1.126 -0.506  -0.1737
N2 -0.214 0.841 -1.909  -0.5509
H1 -0.200 1.444 2.139  0.1993
H2 -1.077 0.005 2.321  0.2250
H3 -1.921 0.235 0.043  0.2231
H4 0.727 1.752 -0.255  0.2972
H5 0.093 1.633 -2.464  0.2274
H6 -1.171 0.662 -2.191  0.1974
O1 0.880 -1.496 1.663  -0.6362
H7 1.803 -1.407 1.923  0.2925
H8 0.912 -1.234 0.714  0.3650
O2 1.056 -1.803 -1.036  -0.7195
H9 0.889 -0.964 -1.507  0.3952
H10 0.207 -2.262 -1.086  0.3291

Atoms 1-2, force components in eV/Å:
N -1.057 0.524 0.282
C 0.486 0.658 -0.020

Largest force on an atom = 0.024 hartree/bohr
HOMO energy = -7.54 eV

---

Record 2
A 8-piece molecular cluster, C39H63BN7O3P overall, computed with ωB97M-V/def2-TZVPD.

Last column: Mulliken charge in e.
CARTESIAN COORDINATES (ANGSTROEM)
C1 4.351 -0.052 -0.436  -1.1768
C2 3.122 0.813 -0.764  0.3912
C3 1.826 0.009 -0.623  -0.7508
C4 0.575 0.876 -0.474  0.2364
O1 0.130 0.914 0.862  -0.5664
P1 -1.607 0.793 1.171  0.4833
C5 -3.489 0.515 1.581  -1.2261
C6 -4.185 -0.630 0.819  -0.2411
C7 -5.049 -0.137 -0.362  -0.7870
C8 -4.784 -0.837 -1.709  -0.8246
O2 -4.642 0.083 -2.783  -0.4398
C9 -3.302 0.464 -3.001  -0.3985
B1 -1.941 2.627 0.693  0.5653
O3 -2.029 3.471 1.771  -0.5149
C10 -2.094 3.157 -0.780  -0.0772
C11 -1.451 4.550 -0.914  -1.3743
H1 4.086 -1.105 -0.578  0.3718
H2 4.650 0.085 0.604  0.2666
H3 5.194 0.156 -1.094  0.2854
H4 3.104 1.694 -0.119  0.0087
H5 3.203 1.154 -1.797  0.0515
H6 1.877 -0.672 0.230  -0.0649
H7 1.718 -0.612 -1.518  0.3487
H8 0.815 1.898 -0.806  0.0836
H9 -0.227 0.510 -1.135  0.0874
H10 -1.230 0.480 2.481  -0.0989
H11 -1.674 -0.250 0.217  -0.1411
H12 -4.056 1.441 1.431  0.5029
H13 -3.551 0.319 2.655  0.3044
H14 -3.465 -1.383 0.479  0.5045
H15 -4.835 -1.121 1.547  0.1986
H16 -4.914 0.936 -0.515  0.2362
H17 -6.102 -0.283 -0.119  0.4709
H18 -3.886 -1.463 -1.647  0.4566
H19 -5.622 -1.479 -1.984  0.5211
H20 -2.774 -0.284 -3.603  0.3592
H21 -2.761 0.584 -2.057  -0.1678
H22 -3.300 1.420 -3.522  0.3298
H23 -2.688 4.166 1.668  0.2847
H24 -1.634 2.473 -1.494  0.1828
H25 -3.157 3.199 -1.049  0.3082
H26 -2.055 5.300 -0.401  0.3309
H27 -1.326 4.848 -1.953  0.3812
H28 -0.479 4.541 -0.417  0.2445
C12 4.628 -4.208 2.555  -0.4880
C13 3.238 -4.402 2.322  -0.6120
C14 2.656 -3.162 2.297  -0.4315
N1 3.635 -2.233 2.508  0.0169
C15 4.840 -2.858 2.667  -0.5727
H29 5.382 -4.972 2.637  0.4235
H30 2.726 -5.341 2.193  0.4842
H31 1.634 -2.858 2.149  0.4992
H32 3.484 -1.241 2.542  0.2360
H33 5.740 -2.296 2.847  0.4302
C16 7.222 -1.523 -4.191  -0.5492
C17 8.531 -1.122 -3.800  -0.3288
C18 8.591 -1.212 -2.433  -0.5587
N2 7.377 -1.652 -1.989  0.0802
C19 6.536 -1.844 -3.048  -0.5341
H34 6.828 -1.571 -5.193  0.4218
H35 9.333 -0.804 -4.445  0.4693
H36 9.394 -1.002 -1.747  0.4127
H37 7.133 -1.807 -1.027  0.2191
H38 5.527 -2.191 -2.903  0.4336
C20 -3.984 -1.282 5.239  -0.4596
C21 -5.033 -1.856 6.006  -0.6659
C22 -5.417 -3.010 5.378  -0.6112
N3 -4.642 -3.157 4.260  0.0987
C23 -3.764 -2.107 4.169  -1.2693
H39 -3.451 -0.370 5.450  0.5098
H40 -5.455 -1.466 6.917  0.4239
H41 -6.171 -3.734 5.631  0.4344
H42 -4.711 -3.916 3.606  0.2649
H43 -3.069 -2.033 3.348  1.1980
C24 -8.615 -1.012 -3.768  -0.4260
C25 -9.439 -1.539 -4.800  -0.4826
C26 -8.696 -1.542 -5.950  -0.4941
N4 -7.460 -1.038 -5.650  0.0095
C27 -7.398 -0.711 -4.323  -0.4534
H44 -8.887 -0.867 -2.735  0.3974
H45 -10.458 -1.876 -4.708  0.3895
H46 -8.942 -1.859 -6.949  0.3846
H47 -6.709 -0.922 -6.304  0.1940
H48 -6.500 -0.300 -3.890  0.5207
C28 0.399 -5.464 5.352  -0.3653
C29 -0.637 -6.095 6.096  -0.7361
C30 -1.808 -5.453 5.791  -0.3145
N5 -1.521 -4.463 4.893  0.0920
C31 -0.182 -4.463 4.620  -0.3146
H49 1.447 -5.713 5.355  0.4570
H50 -0.531 -6.921 6.780  0.3898
H51 -2.814 -5.611 6.141  0.3715
H52 -2.190 -3.824 4.501  0.3008
H53 0.248 -3.756 3.933  0.1967
C32 2.782 7.569 1.248  -0.4508
C33 3.139 6.466 0.424  -0.6376
C34 2.295 5.435 0.740  -0.2460
N6 1.445 5.871 1.718  0.0785
C35 1.734 7.170 2.035  -0.5706
H54 3.243 8.542 1.261  0.3862
H55 3.924 6.433 -0.313  0.4540
H56 2.227 4.432 0.354  0.4031
H57 0.721 5.317 2.138  0.2053
H58 1.174 7.698 2.787  0.3787
C36 4.843 2.963 -3.649  -0.3992
C37 5.762 3.831 -4.301  -0.6757
C38 6.831 3.068 -4.697  -0.6091
N7 6.590 1.779 -4.315  0.1224
C39 5.386 1.705 -3.679  -0.2607
H59 3.899 3.236 -3.207  0.4811
H60 5.654 4.891 -4.456  0.3875
H61 7.736 3.336 -5.215  0.3764
H62 7.199 0.990 -4.454  0.1229
H63 5.032 0.761 -3.301  0.4149

Atoms 1-2, force components in eV/Å:
C -0.329 -0.071 -0.166
C 0.224 -0.387 0.000

Largest force on an atom = 0.014 hartree/bohr
HOMO energy = -8.10 eV

---

Record 3
A 11-piece molecular cluster, C23H68NO23S overall, computed with ωB97M-V/def2-TZVPD.

Last column: Mulliken charge in e.
CARTESIAN COORDINATES (ANGSTROEM)
C1 -2.662 -2.803 4.695  -0.8930
N1 -1.667 -2.500 3.621  0.7566
C2 -0.277 -2.921 4.156  -1.2950
C3 -1.974 -3.380 2.461  -0.9221
C4 -1.644 -1.121 3.127  -0.0705
C5 -3.026 -0.517 2.781  -0.7654
O1 -2.787 0.805 2.346  -0.5407
H1 -3.737 -2.675 4.263  0.3119
H2 -2.431 -1.957 5.448  0.3303
H3 -2.316 -3.669 5.139  0.3746
H4 -0.235 -3.901 4.585  0.4112
H5 0.231 -2.365 4.928  0.5686
H6 0.482 -2.960 3.532  0.3957
H7 -2.991 -3.394 2.183  0.5181
H8 -1.718 -4.546 2.650  0.2657
H9 -1.382 -3.197 1.675  0.0832
H10 -0.990 -1.074 2.257  -0.6769
H11 -1.451 -0.646 3.974  0.8768
H12 -3.567 -0.698 3.553  0.8818
H13 -3.436 -1.180 1.884  0.0408
H14 -2.065 0.846 1.670  0.1453
S1 0.415 0.471 -0.079  -1.3387
O2 -0.952 0.466 0.277  -0.0386
O3 0.483 0.101 -1.488  0.3534
O4 0.944 1.745 0.144  1.8152
O5 1.161 -0.452 0.713  0.4879
C6 -1.690 2.421 -5.042  -0.1943
C7 -0.698 2.009 -3.847  -0.0697
O6 -1.306 0.909 -3.400  -0.5088
O7 -1.318 3.772 -5.481  -0.6008
H15 -2.786 2.599 -4.595  0.1461
H16 -1.602 1.853 -5.946  0.3076
H17 -0.610 2.801 -3.052  0.2724
H18 0.377 1.756 -4.368  0.1052
H19 -0.610 0.505 -2.889  0.1081
H20 -0.214 3.849 -5.201  0.3359
C8 1.993 -3.994 -1.309  -0.5070
C9 0.693 -3.471 -0.546  1.1166
O8 1.065 -3.015 0.692  -0.7889
O9 1.691 -4.274 -2.702  -0.7024
H21 2.319 -4.930 -0.846  0.3025
H22 2.717 -3.253 -1.345  0.1900
H23 -0.091 -4.220 -0.634  0.3280
H24 0.479 -2.536 -1.110  -0.6961
H25 0.892 -2.124 0.769  -0.0678
H26 1.592 -3.494 -3.263  0.3907
C10 -3.216 -2.284 -1.090  0.1017
C11 -3.496 -3.784 -1.164  -0.6687
O10 -4.694 -4.082 -1.804  -0.5855
O11 -2.120 -2.002 -0.307  0.2196
H27 -4.109 -1.686 -0.750  0.3728
H28 -3.164 -1.867 -2.184  -0.0190
H29 -3.510 -4.242 -0.239  0.1879
H30 -2.577 -4.221 -1.718  0.2789
H31 -4.369 -4.351 -2.769  0.4095
H32 -1.826 -1.273 -0.241  -0.2279
C12 -0.046 -2.282 -4.251  -0.5265
C13 0.707 -2.928 -5.483  -0.5608
O12 1.317 -1.906 -6.251  -0.6180
O13 1.030 -1.762 -3.416  -0.1830
H33 -0.733 -2.838 -3.867  0.3818
H34 -0.687 -1.451 -4.508  0.3977
H35 -0.041 -3.381 -5.990  0.5174
H36 1.346 -3.792 -5.126  0.2468
H37 1.893 -1.285 -5.702  0.3620
H38 0.958 -0.961 -2.742  -0.0271
C14 2.889 -0.017 3.727  -0.3445
C15 3.582 -1.223 2.970  -0.7376
O14 3.460 -1.157 1.549  -0.4214
O15 1.490 -0.204 3.413  -0.3953
H39 3.109 0.765 3.129  0.1612
H40 3.012 -0.059 4.757  0.4666
H41 2.998 -2.021 3.330  0.2052
H42 4.640 -1.426 3.155  0.4353
H43 2.411 -1.190 1.345  0.0836
H44 1.459 -0.357 2.601  0.0197
C16 3.634 0.917 -2.119  0.4172
C17 4.088 -0.433 -1.785  -0.9088
O16 5.230 -0.386 -0.927  -0.7207
O17 2.510 0.890 -2.932  -0.6423
H45 4.371 1.610 -2.495  0.7273
H46 3.413 1.732 -1.211  -0.5828
H47 4.418 -0.710 -2.612  0.9626
H48 3.140 -1.087 -1.377  -0.0436
H49 4.915 -0.103 -0.022  0.3743
H50 1.776 0.456 -2.395  0.1542
C18 2.640 4.402 0.719  -0.1737
C19 2.342 4.372 -0.871  -0.3324
O18 0.947 3.989 -1.069  -0.6597
O19 3.035 3.077 1.013  -0.6297
H51 1.688 4.820 1.450  -0.1836
H52 3.435 5.033 0.597  0.5897
H53 2.952 3.661 -1.514  0.0070
H54 2.474 5.453 -1.266  0.3237
H55 0.825 3.036 -0.561  0.0296
H56 2.394 2.324 0.863  -0.1740
C20 -3.792 4.074 -0.841  -1.2102
C21 -2.684 3.144 -0.365  0.7716
O20 -2.881 1.919 -0.789  -0.6463
O21 -3.586 5.468 -0.472  -0.6165
H57 -4.572 3.792 -0.319  0.5599
H58 -3.758 4.003 -1.766  0.6215
H59 -2.730 3.305 0.888  0.0052
H60 -1.616 3.482 -0.792  -0.1964
H61 -2.337 1.238 -0.150  0.0734
H62 -2.630 5.638 -0.093  0.3265
C22 0.927 3.661 4.024  -0.5125
C23 -0.153 3.008 3.304  0.7664
O22 -0.266 3.446 2.013  -0.4055
O23 0.606 3.921 5.399  -0.6511
H63 1.122 4.669 3.685  0.2927
H64 1.916 3.217 3.994  0.2494
H65 -1.173 3.117 3.593  0.4046
H66 0.086 1.907 3.216  -0.5120
H67 0.149 2.887 1.512  -0.2378
H68 0.179 4.727 5.731  0.3061

Atoms 1-2, force components in eV/Å:
C -0.757 4.844 -0.282
N 1.273 -3.089 -0.540

Largest force on an atom = 0.341 hartree/bohr
Charge = -1
HOMO energy = -6.00 eV

---

Record 4
C6H16N2 in the gas phase, computed with ωB97M-V/def2-TZVPD.

Last column: Mulliken charge in e.
CARTESIAN COORDINATES (ANGSTROEM)
C1 -1.282 -2.019 0.347  -1.4721
C2 -0.770 -0.737 1.033  0.0949
N1 0.594 -0.385 0.626  0.1179
C3 1.378 0.251 1.711  -1.0008
C4 0.750 0.353 -0.646  0.2382
C5 0.875 -0.622 -1.796  -1.5591
C6 -0.245 1.483 -1.085  -0.8711
N2 -1.008 2.248 -0.107  -0.5922
H1 -2.070 -2.441 0.984  0.3956
H2 -0.491 -2.714 0.086  0.3541
H3 -1.811 -1.747 -0.573  0.3015
H4 -1.492 0.016 0.737  -0.2102
H5 -0.757 -0.863 2.101  0.5496
H6 1.374 1.337 1.640  0.3057
H7 0.959 -0.043 2.668  0.3682
H8 2.416 -0.048 1.598  0.3004
H9 1.684 0.909 -0.526  0.3880
H10 1.707 -1.339 -1.723  0.3504
H11 1.052 -0.129 -2.760  0.3913
H12 -0.024 -1.252 -1.869  0.2929
H13 -0.982 1.001 -1.734  0.3971
H14 0.309 2.222 -1.662  0.3821
H15 -1.738 1.771 0.399  0.2567
H16 -0.428 2.748 0.550  0.2210

Atoms 1-2, force components in eV/Å:
C -0.761 0.593 0.074
C 0.418 -0.637 -1.359

Largest force on an atom = 0.030 hartree/bohr
HOMO energy = -8.02 eV

---

Record 5
An isolated ion of composition C5H12N2 and charge -1, computed with ωB97M-V/def2-TZVPD.

Last column: Mulliken charge in e.
CARTESIAN COORDINATES (ANGSTROEM)
N1 1.278 0.585 -0.398  0.3603
C1 0.663 1.179 -1.584  -2.2391
C2 -0.773 0.598 -1.697  -0.4674
C3 -0.996 0.011 -0.314  -1.3717
C4 0.373 -0.432 0.123  -0.4278
C5 0.547 -0.642 1.623  -1.4749
N2 -0.549 -1.294 2.266  -0.3036
H1 2.162 0.115 -0.601  0.7058
H2 1.244 1.035 -2.499  0.9419
H3 0.565 2.250 -1.402  0.1540
H4 -1.401 1.466 -1.909  0.4443
H5 -0.817 -0.126 -2.513  1.0788
H6 -1.747 -0.772 -0.255  0.1552
H7 -1.463 0.756 0.344  0.1266
H8 0.594 -1.406 -0.338  0.0312
H9 0.799 0.331 2.065  0.2582
H10 1.442 -1.266 1.730  0.5647
H11 -1.496 -1.002 2.095  0.1875
H12 -0.428 -1.387 3.263  0.2764

Atoms 1-2, force components in eV/Å:
N 0.232 -0.434 0.293
C -0.390 0.033 0.160

2S+1 = 2
Largest force on an atom = 0.030 hartree/bohr
Charge = -1
HOMO energy (spin up / spin down) = 1.55 / -4.74 eV

---

Record 6
C17H31HoN5O3S3Si as an isolated structure, computed with ωB97M-V/def2-TZVPD.

Last column: Mulliken charge in e.
CARTESIAN COORDINATES (ANGSTROEM)
Ho1 -8.616 -3.371 13.824  0.4779
C1 -6.851 -6.228 13.487  -0.7970
C2 -6.686 -5.748 12.076  -1.0818
N1 -7.656 -4.699 11.665  0.0837
C3 -8.758 -5.244 10.822  -0.5149
C4 -9.625 -6.174 11.619  -0.6931
S1 -9.198 -4.589 16.174  -0.3531
C5 -8.122 -6.082 16.205  -0.6502
C6 -6.714 -5.743 15.841  -0.8205
N2 -6.690 -5.178 14.500  0.0373
H1 -6.167 -7.084 13.690  0.5559
H2 -7.856 -6.620 13.644  0.2484
H3 -6.682 -6.641 11.429  0.3690
H4 -5.709 -5.316 11.952  0.4663
H5 -7.126 -4.055 11.077  0.3187
H6 -8.435 -5.824 9.939  0.4200
H7 -9.302 -4.408 10.440  0.2214
H8 -9.207 -7.130 11.855  0.3048
H9 -10.612 -6.256 11.145  0.5649
H10 -8.594 -6.887 15.596  0.3028
H11 -8.193 -6.479 17.228  0.4634
H12 -6.007 -6.531 15.873  0.4583
H13 -6.416 -4.960 16.577  0.3286
H14 -5.781 -4.740 14.393  0.1929
C7 -5.304 -2.352 15.456  -1.2608
C8 -5.424 -2.062 13.990  0.2523
N3 -6.497 -2.395 13.289  0.8559
C9 -6.428 -2.010 11.958  0.2952
C10 -5.231 -1.445 11.581  -0.6280
S2 -4.214 -1.365 12.973  -0.1863
C11 -7.636 -1.959 11.081  -0.6147
C12 -7.682 -1.658 9.757  -0.8383
S3 -9.247 -1.391 9.288  -0.2023
C13 -9.822 -1.817 10.853  0.2461
N4 -8.871 -2.135 11.702  0.9318
C14 -11.303 -1.694 11.138  -1.3240
H15 -6.211 -2.818 15.827  0.0288
H16 -5.075 -1.467 16.054  0.4860
H17 -4.538 -3.089 15.709  0.4133
H18 -4.914 -0.937 10.698  0.4445
H19 -6.841 -1.396 9.130  0.4916
H20 -11.811 -0.914 10.614  0.4906
H21 -11.476 -1.540 12.204  0.1648
H22 -11.833 -2.627 10.888  0.2674
C15 -8.225 0.673 12.990  -1.1423
Si1 -8.810 -0.456 14.426  0.6099
C16 -10.466 0.434 14.845  -1.4239
C17 -7.828 0.156 15.989  -1.2551
H23 -8.699 1.639 13.146  0.5489
H24 -8.574 0.251 12.064  0.2047
H25 -7.128 0.768 13.022  0.2245
H26 -10.327 1.518 15.009  0.3601
H27 -10.960 0.015 15.723  0.3487
H28 -11.229 0.372 14.067  0.3486
H29 -8.053 1.147 16.297  0.4479
H30 -6.739 0.164 15.869  0.2981
H31 -7.965 -0.542 16.819  0.3135
O1 -11.089 -3.796 13.378  -0.4380
N5 -11.115 -4.935 12.999  0.9630
O2 -11.965 -5.662 12.722  -0.5187
O3 -9.772 -5.487 12.914  -0.1077

Atoms 1-2, force components in eV/Å:
Ho 0.454 -0.489 1.076
C -0.031 -0.573 0.821

2S+1 = 5
Largest force on an atom = 0.044 hartree/bohr
Charge = +1
HOMO energy (spin up / spin down) = -9.40 / -9.35 eV

---

- What is the largest force on an atom in the first record?
  0.024 hartree/bohr